The following is a DFT calculation (ωB97M-V/def2-TZVPD) of C12H14BCl3N6O2Pt as an isolated structure in a non-equilibrium geometry.

Element x y z (Å)
C 0.235 -2.051 1.362
N -0.075 -0.815 0.907
N -1.429 -0.623 1.033
C -1.900 -1.619 1.820
C -0.887 -2.540 2.027
B -2.270 0.610 0.575
N -1.290 1.797 1.064
N 0.095 1.763 1.215
C 0.496 2.838 1.966
C -0.656 3.510 2.397
C -1.739 2.802 1.877
Pt 1.439 0.558 0.323
N -3.094 0.277 -0.844
N -2.454 -0.163 -1.992
C -3.353 -0.451 -2.937
C -4.657 -0.256 -2.400
C -4.455 0.195 -1.076
H -3.025 -0.781 -3.927
H -5.200 0.477 -0.330
H -5.586 -0.447 -2.907
H -3.259 0.790 1.282
H -2.800 2.942 2.074
H -2.891 -1.581 2.218
H -0.687 4.393 3.026
H -0.905 -3.429 2.614
H 1.540 3.041 2.203
H 1.234 -2.460 1.292
H 0.307 -0.135 -1.234
C 1.229 0.348 -1.623
H 0.687 0.832 -2.468
H 1.625 1.349 -1.054
H 2.003 -0.338 -1.973
Cl 5.420 -2.249 2.733
C 4.347 -0.859 3.044
Cl 3.541 -1.075 4.603
Cl 5.301 0.629 3.005
C 3.260 -0.637 1.951
O 3.451 -1.162 0.826
O 2.228 0.121 2.247

* relative energy (zero: lowest compared OMol25 entry of this formula, charge and spin): 0.0 kcal per mole
* 2S+1: 3
* HOMO energy (alpha / beta): -15.528 / -15.528 eV
* strongest force on any atom: 9.2 eV/Å
* charge: +2
* DFT total energy: -67174.285 eV
* gap between HOMO and LUMO (alpha / beta): 0.23089 / 0.18381 Eh
* expectation value of S²: 2.026